(1)
The following is a DFT calculation (ωB97M-V/def2-TZVPD) of C54H39CrI4N4 as an isolated structure.

Properties
Calculated total energy   -4535.592513 Ha
Spin multiplicity   5
<S²>   6.26
Orbital gap (alpha / beta)   4.198 / 5.355 eV
Net charge   -1
HOMO level (alpha / beta)   -2.66 / -4.34 eV
F_max   0.0166 hartree/bohr
M   1303.55 g mol⁻¹

Geometry (Å):
Cr 0.044 -0.202 0.239
I 1.237 -3.676 -8.843
C 0.997 -2.850 -6.911
C -0.171 -2.185 -6.588
C -0.318 -1.662 -5.310
C 0.676 -1.822 -4.351
C 1.854 -2.474 -4.715
C 2.024 -2.988 -5.991
C 0.510 -1.329 -2.955
C 0.363 -2.291 -1.946
C 0.447 -3.691 -2.164
C 0.504 -4.284 -0.936
C 0.391 -3.248 0.042
C 0.410 -3.431 1.443
C 0.872 -4.712 2.021
C 0.341 -5.963 1.693
C 0.868 -7.133 2.219
C 1.929 -7.068 3.102
I 2.744 -8.847 3.897
C 2.466 -5.846 3.477
C 1.937 -4.688 2.935
C 0.088 -2.398 2.348
N -0.098 -1.083 2.033
C -0.472 -0.453 3.202
C -0.434 0.926 3.429
C -1.030 1.424 4.687
C -0.340 2.199 5.620
C -0.979 2.726 6.732
C -2.325 2.470 6.926
I -3.321 3.347 8.565
C -3.025 1.652 6.056
C -2.371 1.128 4.953
C 0.168 1.817 2.531
C 0.558 3.158 2.802
C 1.209 3.613 1.693
C 1.161 2.568 0.716
N 0.522 1.481 1.236
C 1.584 2.749 -0.618
C 1.281 1.855 -1.658
C 1.581 2.061 -3.049
C 1.221 0.927 -3.707
C 0.724 0.020 -2.721
N 0.736 0.620 -1.482
C 2.489 3.890 -0.886
C 3.699 3.953 -0.182
C 4.618 4.964 -0.405
C 4.330 5.938 -1.348
I 5.734 7.473 -1.704
C 3.139 5.918 -2.048
C 2.227 4.898 -1.814
C -0.588 -1.407 4.253
C -0.214 -2.611 3.734
N 0.281 -2.033 -0.586
H -0.965 -2.082 -7.316
H -1.224 -1.129 -5.052
H 2.641 -2.583 -3.979
H 2.941 -3.493 -6.262
H 0.482 -4.176 -3.125
H 0.620 -5.333 -0.737
H -0.522 -6.023 1.044
H 0.443 -8.090 1.944
H 3.295 -5.797 4.170
H 2.369 -3.734 3.206
H 0.722 2.360 5.497
H -0.431 3.331 7.442
H -4.071 1.434 6.222
H -2.910 0.481 4.272
H 0.371 3.710 3.707
H 1.638 4.589 1.540
H 2.031 2.945 -3.468
H 1.311 0.709 -4.759
H 3.919 3.182 0.545
H 5.551 4.986 0.142
H 2.910 6.692 -2.769
H 1.282 4.902 -2.342
H -0.862 -1.186 5.272
H -0.161 -3.556 4.246
C -2.222 1.699 -0.185
C -2.169 0.230 -0.113
C -2.330 -0.216 -1.508
C -2.334 0.878 -2.318
C -2.226 2.068 -1.497
C -2.187 3.467 -2.035
C -2.486 0.922 -3.807
C -2.668 -1.631 -1.878
C -2.967 -0.511 0.941
C -2.464 2.644 0.952
H -3.195 3.849 -2.232
H -1.627 3.507 -2.973
H -1.705 4.142 -1.326
H -2.689 -0.069 -4.214
H -1.584 1.310 -4.289
H -3.319 1.575 -4.087
H -2.411 -1.857 -2.914
H -3.745 -1.793 -1.755
H -2.151 -2.346 -1.238
H -4.038 -0.459 0.709
H -2.824 -0.076 1.930
H -2.683 -1.564 0.995
H -3.471 3.068 0.863
H -1.756 3.476 0.955
H -2.407 2.148 1.917

***

(2)
The following is a DFT calculation (ωB97M-V/def2-TZVPD) of a 2-piece molecular cluster, C4H9NO overall.

Properties
Calculated total energy   -287.656281 Ha
Spin multiplicity   1
Orbital gap   9.275 eV
HOMO level   -8.83 eV
F_max   0.0111 hartree/bohr
M   87.12 g mol⁻¹

Geometry (Å):
C 1.456 0.924 -1.618
C -1.749 1.332 -0.657
O -1.351 1.306 0.600
C -0.648 0.181 1.037
N -0.999 -0.971 0.717
C -0.236 -2.081 1.247
H 1.606 1.654 -0.817
H 2.081 0.046 -1.432
H 1.741 1.377 -2.571
H -2.316 2.295 -0.673
H 0.401 0.634 -1.656
H 0.160 0.482 1.710
H 0.247 -2.603 0.415
H -0.926 -2.786 1.719
H 0.534 -1.790 1.978

***

(3)
The following is a DFT calculation (ωB97M-V/def2-TZVPD) of one molecule with the formula C22H31N3S3.

Properties
Calculated total energy   -2215.755088 Ha
Spin multiplicity   1
Orbital gap   8.135 eV
SMILES string   CSc1cccc(NC(=S)N(CCCN2CCC(C)CC2)Cc2cccs2)c1
HOMO level   -7.54 eV
F_max   0.0151 hartree/bohr
M   433.71 g mol⁻¹

Geometry (Å):
C 5.139 4.068 -0.046
S 4.260 2.499 0.193
C 2.564 2.914 -0.106
C 2.138 4.122 -0.635
C 0.783 4.321 -0.845
C -0.143 3.342 -0.548
C 0.283 2.130 -0.005
N -0.610 1.093 0.267
C -1.855 1.258 0.796
S -2.304 2.645 1.587
N -2.699 0.206 0.683
C -2.423 -0.932 -0.163
C -1.786 -2.105 0.609
C -0.508 -2.609 -0.065
N 0.561 -1.622 0.064
C 1.426 -1.522 -1.106
C 2.373 -2.714 -1.271
C 3.246 -2.859 -0.023
C 4.189 -4.052 -0.141
C 2.333 -2.993 1.197
C 1.359 -1.813 1.271
C -3.989 0.212 1.352
C -5.088 0.615 0.425
C -5.448 1.872 0.052
C -6.507 1.891 -0.884
C -6.935 0.648 -1.215
S -6.054 -0.577 -0.393
C 1.639 1.929 0.211
H 4.710 4.828 0.600
H 5.098 4.366 -1.089
H 6.169 3.876 0.241
H 2.836 4.903 -0.888
H 0.448 5.260 -1.260
H -1.191 3.511 -0.732
H -0.213 0.146 0.248
H -1.764 -0.615 -0.975
H -3.370 -1.247 -0.610
H -2.493 -2.933 0.686
H -1.551 -1.775 1.622
H -0.230 -3.574 0.377
H -0.713 -2.780 -1.124
H 0.797 -1.407 -1.992
H 2.021 -0.611 -1.000
H 2.996 -2.559 -2.152
H 1.795 -3.629 -1.422
H 3.844 -1.947 0.087
H 3.625 -4.975 -0.257
H 4.807 -4.138 0.749
H 4.841 -3.937 -1.004
H 2.927 -3.018 2.112
H 1.783 -3.934 1.134
H 0.680 -1.937 2.117
H 1.936 -0.899 1.438
H -4.174 -0.789 1.751
H -3.929 0.932 2.173
H -4.970 2.752 0.444
H -6.931 2.793 -1.287
H -7.717 0.364 -1.892
H 1.989 1.006 0.644

***

(4)
The following is a DFT calculation (ωB97M-V/def2-TZVPD) of a 2-piece molecular cluster, C21H30FN3OS overall in a non-equilibrium geometry.

Properties
Calculated total energy   -1555.027342 Ha
Spin multiplicity   1
Orbital gap   8.124 eV
HOMO level   -8.08 eV
F_max   0.3712 hartree/bohr
M   391.56 g mol⁻¹

Geometry (Å):
C -1.190 -2.803 0.423
H -0.532 -3.373 -0.416
H -0.590 -2.843 1.273
H -1.173 -1.781 0.056
C -2.656 -3.480 0.261
C -2.763 -4.843 0.936
H -2.406 -4.960 2.064
H -3.744 -5.128 0.757
H -2.151 -5.354 0.139
C -3.490 -2.475 1.337
H -4.520 -2.755 1.586
C -4.011 -0.972 0.649
N -2.742 -0.357 0.510
C -2.486 0.585 1.921
C -1.206 1.250 1.704
N -1.371 2.232 0.913
C -1.516 1.452 -0.431
H -1.668 2.337 -1.168
C -2.757 0.920 -0.513
C -3.099 0.209 -1.711
H -2.383 0.564 -2.621
H -3.005 -0.815 -1.610
C -4.469 0.532 -2.352
O -4.800 1.838 -2.405
H -4.050 2.345 -3.371
H -4.477 -0.091 -3.378
H -5.234 -0.128 -1.738
H -3.652 1.681 -0.288
H -0.811 0.894 -0.640
C -0.182 3.173 0.828
C 1.153 2.770 0.394
N 1.407 1.405 0.145
C 2.792 1.258 0.023
C 3.479 2.240 -0.050
S 2.493 3.679 0.289
H 4.590 2.696 -0.172
C 3.252 -0.140 -0.381
C 2.312 -1.178 0.176
C 2.696 -2.461 -0.261
C 3.922 -2.630 -0.493
C 5.045 -1.816 -0.555
C 4.414 -0.362 -0.285
H 5.175 0.321 -0.592
H 5.939 -2.115 -0.932
F 4.333 -3.973 -0.846
H 2.173 -3.387 -0.196
H 1.370 -1.084 0.195
H -0.037 3.558 1.773
H -0.426 4.076 -0.089
H -1.157 1.836 2.836
H -0.342 0.615 1.597
H -2.426 -0.210 2.623
H -3.136 1.263 2.030
H -4.274 -1.329 -0.133
H -4.574 -0.676 1.494
H -2.954 -2.199 2.498
H -3.144 -3.322 -0.659

***

(5)
The following is a DFT calculation (ωB97M-V/def2-TZVPD) of a 2-piece molecular cluster, C2H4P2S overall in a non-equilibrium geometry.

Properties
Calculated total energy   -1159.341205 Ha
Spin multiplicity   1
Orbital gap (alpha / beta)   6.293 / 5.830 eV
HOMO level (alpha / beta)   -7.82 / -7.54 eV
F_max   0.0848 hartree/bohr
M   122.07 g mol⁻¹

Geometry (Å):
C -0.319 -0.570 0.305
C 0.772 0.152 0.967
P -1.580 -1.565 0.598
P 0.026 0.420 -2.297
S 0.472 2.286 -1.998
H 0.881 -0.183 1.909
H 0.382 1.177 0.797
H 1.688 0.195 0.444
H -2.322 -1.913 -0.723

***

(6)
The following is a DFT calculation (ωB97M-V/def2-TZVPD) of a 3-piece molecular cluster, C3H10NO4 overall in a non-equilibrium geometry.

Properties
Calculated total energy   -476.049117 Ha
Spin multiplicity   1
Orbital gap   8.432 eV
Net charge   -1
HOMO level   -4.59 eV
F_max   0.0252 hartree/bohr
M   124.12 g mol⁻¹

Geometry (Å):
O -2.676 2.091 0.172
C -2.009 1.084 0.309
C -0.781 1.049 1.157
N -0.342 -0.283 1.501
C 0.156 -1.063 0.298
O 0.689 -0.285 -0.684
H -2.345 0.213 -0.253
H -0.895 1.599 2.089
H -0.095 1.592 0.505
H 0.463 -0.195 2.115
H -0.732 -1.630 -0.047
H 0.883 -1.748 0.737
H 3.225 -0.884 0.295
H 2.117 0.095 -0.018
O 3.032 0.052 0.409
H 0.263 -0.399 -2.250
H -0.947 -0.735 -3.124
O -0.004 -0.556 -3.210